Run w
ORCA calculation (the ωB97M-V functional and the def2-TZVPD basis) on 2 unconnected molecules or ions with the total composition C6H15P.

Last column: natural (NBO) charge in e.
Cartesian coordinates (Å):
C 1.59256 1.47976 1.76197  -0.972
C -3.32614 -2.79650 -0.35730  -0.650
C -2.17941 -0.49725 -0.12395  -0.400
C 2.86675 2.09197 -0.75594  -0.938
C 1.57473 -0.42605 -0.35153  -1.148
C -2.52573 -1.53816 -0.88899  -0.155
P 1.37990 1.23011 -0.02355  1.252
H 0.71588 1.79694 2.32612  0.247
H 2.13748 0.68270 2.28753  0.252
H -4.13988 -3.19903 -1.04938  0.217
H -3.73342 -2.56230 0.60319  0.211
H -2.62740 -3.70862 -0.26713  0.219
H -2.43182 -0.50533 0.86392  0.176
H -1.43740 0.13296 -0.43216  0.190
H 2.18602 2.40160 1.95989  0.239
H 3.47619 1.96616 0.08774  0.230
H 3.07622 1.36363 -1.64625  0.252
H 2.75991 3.19241 -1.11377  0.236
H 1.14349 -0.87888 -1.36452  0.234
H 0.94761 -0.94747 0.43357  0.220
H -1.99989 -1.55027 -1.81872  0.190
H 0.54437 2.27159 -0.13073  -0.103

Values from the calculation:
Highest occupied orbital energy   -8.011 eV
Structure (SMILES)   C=[PH](C)C.C=CC

Run x
ORCA calculation (the ωB97M-V functional and the def2-TZVPD basis) on a molecular structure, C6H15P.

Last column: natural (NBO) charge in e.
Cartesian coordinates (Å):
C -2.19832 -0.99457 -0.43319  -1.079
C 0.10630 1.45347 -1.54430  -0.646
C 2.53053 0.80637 -0.93839  -0.656
C -1.45124 -1.63153 2.11577  -0.935
C 0.53948 -0.70685 0.34340  -0.775
C 1.12570 1.08753 -0.39243  -0.090
P -1.16559 -0.33826 0.78808  1.195
H -1.94883 -0.46556 -1.35566  0.190
H -3.17036 -0.61755 -0.23804  0.199
H 0.52662 2.12789 -2.22295  0.211
H -0.84418 1.90462 -1.07873  0.220
H 0.01415 0.50840 -2.01060  0.216
H 2.93893 0.16226 -0.18913  0.219
H 2.45932 0.56218 -1.99095  0.215
H 3.17487 1.65588 -0.87382  0.214
H -1.92381 -1.25651 2.99476  0.221
H -2.22538 -2.41535 1.84517  0.252
H -0.47458 -2.06928 2.29258  0.228
H 1.31327 -0.81157 1.16760  0.234
H 0.69627 -1.27820 -0.56068  0.244
H 1.07423 1.54330 0.55989  0.190
H -1.09739 0.77333 1.72161  -0.068

Values from the calculation:
Highest occupied orbital energy   -7.698 eV

The least stable of them is run x.

Run w
ORCA calculation (the ωB97M-V functional and the def2-TZVPD basis) on 2 unconnected molecules or ions with the total composition C3H6Br2O2.

Last column: natural (NBO) charge in e.
Cartesian coordinates (Å):
C -0.12363 -1.24696 -1.86684  -0.451
C -0.24481 -0.72158 0.64815  -0.338
C 0.07136 0.68469 0.71762  0.580
O 1.36754 0.95020 0.93695  -0.680
O -0.56099 1.41644 -0.22799  -0.682
Br 0.91238 -1.91027 1.48698  0.126
Br -0.94987 1.38707 2.60194  -0.343
H -0.94906 -1.92465 -1.88703  0.183
H 0.86996 -1.64572 -1.83846  0.186
H -0.26558 -0.23849 -2.19034  0.190
H -1.28511 -1.00287 0.65407  0.239
H 1.54021 1.88882 1.08668  0.497
H -0.38240 2.36333 -0.12171  0.492

Values from the calculation:
Highest occupied orbital energy (spin up / spin down)   -8.561 / -8.868 eV

Run x
ORCA calculation (the ωB97M-V functional and the def2-TZVPD basis) on a molecular structure, C3H6Br2O2.

Last column: natural (NBO) charge in e.
Cartesian coordinates (Å):
C 2.12915 -0.10794 -0.06325  -0.738
C -2.03503 0.06404 -1.17546  -0.710
C 0.80036 0.04066 0.55624  0.891
O 0.18475 -0.95969 1.10496  -0.662
O 0.37806 1.21382 0.63630  -0.625
Br -2.28166 -1.57300 -0.08706  0.004
Br -2.50215 1.64376 -0.04197  -0.078
H 2.37165 0.34930 -1.07310  0.281
H 2.51897 -1.14517 -0.15057  0.253
H 2.80255 0.41276 0.66533  0.262
H -2.85101 0.01277 -1.90661  0.172
H -0.90398 -1.09066 1.02561  0.451
H -0.61166 1.13935 0.50959  0.499

Values from the calculation:
Highest occupied orbital energy   -7.445 eV

The least stable of them is run x.

Run w
ORCA calculation (the ωB97M-V functional and the def2-TZVPD basis) on 12 unconnected molecules or ions with the total composition C36H72O20.

Last column: Löwdin charge in e.
Cartesian coordinates (Å):
C 3.28098 -8.15139 -5.18749  -0.005
O 2.78671 -7.23562 -4.15954  -0.002
C 3.55566 -6.21446 -3.83901  -0.703
O 4.59716 -5.98758 -4.36583  0.130
O 3.10115 -5.61880 -2.79344  0.027
C 3.89831 -4.55634 -2.22107  -0.016
H 4.33933 -8.35401 -5.02334  0.094
H 3.11161 -7.55529 -6.08420  0.096
H 2.70720 -9.07671 -5.23913  0.091
H 4.92051 -4.71170 -1.87600  0.098
H 3.19319 -4.23751 -1.45344  0.096
H 4.04216 -3.76325 -2.95484  0.093
C -6.90734 6.37640 3.83015  -0.014
O -6.52360 4.99952 3.74235  0.012
C -5.75698 4.59741 2.79163  -0.625
O -5.29878 5.22277 1.84562  0.111
O -5.51074 3.31844 3.15415  0.004
C -4.60212 2.64443 2.25303  -0.044
H -7.14217 6.67660 2.80896  0.099
H -6.23509 7.06566 4.34113  0.097
H -7.77342 6.32570 4.49002  0.094
H -3.53639 2.72629 2.46658  0.092
H -4.74553 2.91588 1.20716  0.092
H -4.76652 1.57268 2.36464  0.085
C -1.11636 -1.66002 -1.01819  -0.073
O 0.09455 -1.05217 -0.81509  0.002
C 0.44216 -0.66671 0.40662  -0.556
O -0.25387 -0.63820 1.42610  0.092
O 1.55288 0.08580 0.28838  -0.022
C 2.06153 0.82349 1.39918  -0.034
H -1.21719 -1.66468 -2.10350  0.100
H -1.90849 -0.99097 -0.68202  0.101
H -1.20238 -2.68019 -0.64410  0.105
H 1.60718 1.79451 1.20225  0.098
H 3.13994 0.92868 1.28060  0.091
H 1.84779 0.45041 2.40079  0.095
C 6.82724 -1.57988 7.22723  -0.035
O 7.32997 -1.92102 5.93114  -0.005
C 6.94037 -1.31791 4.80367  -0.556
O 6.08913 -0.41367 4.73922  0.090
O 7.64856 -1.86532 3.81257  0.005
C 7.77952 -1.16856 2.61818  -0.071
H 7.17177 -2.23183 8.02996  0.090
H 5.74331 -1.67963 7.28415  0.091
H 7.13326 -0.56791 7.49249  0.096
H 6.88259 -1.12617 2.00027  0.099
H 8.58142 -1.69277 2.09832  0.097
H 8.17676 -0.15604 2.68972  0.099
C 6.16682 6.01326 -0.58506  -0.028
C 6.30495 4.93207 -1.60619  -0.482
O 6.43138 3.73914 -1.31135  0.035
C 6.30062 5.35265 -3.09298  -0.022
H 6.87494 5.92404 0.23879  0.084
H 5.14326 5.81109 -0.26954  0.097
H 6.34615 7.01514 -0.97515  0.079
H 5.52291 6.08640 -3.30483  0.077
H 6.15026 4.43543 -3.66237  0.076
H 7.30608 5.71517 -3.30683  0.085
C -10.36356 0.16469 -1.97050  -0.029
C -8.93516 0.66542 -1.69412  -0.421
O -8.56458 1.75810 -2.16662  0.019
C -7.93472 -0.20873 -0.88198  -0.016
H -10.36046 -0.92265 -1.89448  0.067
H -10.82406 0.51903 -2.89272  0.080
H -11.10231 0.38454 -1.19978  0.079
H -6.98284 -0.04473 -1.38709  0.076
H -8.21203 -1.26284 -0.87472  0.069
H -7.86505 0.07765 0.16742  0.077
C 0.88637 -1.41807 7.64715  -0.039
C -0.44184 -1.36016 8.36017  -0.494
O -1.44539 -1.18904 7.71197  0.074
C -0.36879 -1.46666 9.87931  -0.024
H 1.52449 -0.56009 7.85869  0.082
H 0.80035 -1.30446 6.56650  0.078
H 1.45478 -2.33370 7.81037  0.080
H 0.35706 -0.78898 10.32875  0.078
H -0.07317 -2.48163 10.14491  0.085
H -1.30953 -1.12603 10.31183  0.080
C -2.58226 -5.77603 -9.37642  -0.035
C -2.24993 -4.79969 -8.32465  -0.493
O -2.34105 -3.58951 -8.48027  0.059
C -1.79676 -5.40059 -6.98664  -0.025
H -3.58468 -6.17585 -9.22338  0.098
H -1.90878 -6.63247 -9.34425  0.078
H -2.42319 -5.25008 -10.31778  0.089
H -2.50913 -5.56451 -6.17808  0.082
H -1.15198 -4.66585 -6.50446  0.078
H -1.28839 -6.35614 -7.11541  0.069
C 1.48474 2.78987 -4.70896  -0.024
C 0.86790 3.63132 -5.80376  -0.448
O -0.23788 3.30008 -6.30431  0.012
C 1.49122 4.93801 -6.30106  -0.026
H 2.08316 2.01613 -5.18989  0.088
H 0.65261 2.26207 -4.24303  0.082
H 2.05102 3.37539 -3.98467  0.078
H 1.20700 5.01954 -7.35019  0.078
H 2.57961 4.88088 -6.28541  0.073
H 0.98704 5.75345 -5.78243  0.088
C 7.57910 4.80840 5.03300  -0.032
C 8.01199 6.17839 5.50544  -0.474
O 7.28418 6.75461 6.29104  0.054
C 9.32007 6.79280 4.98578  -0.020
H 7.75691 4.12245 5.86122  0.086
H 8.05047 4.49063 4.10298  0.071
H 6.51204 4.62795 4.90299  0.083
H 9.52769 6.51880 3.95142  0.071
H 10.16450 6.46989 5.59468  0.083
H 9.28424 7.88140 5.02803  0.079
C -3.87829 -4.21959 3.61055  -0.036
C -5.35378 -4.30130 3.70067  -0.454
O -5.88045 -5.44396 3.59512  0.014
C -6.14411 -3.05359 4.08308  -0.022
H -3.46674 -4.67243 4.51258  0.097
H -3.52151 -3.20551 3.43044  0.078
H -3.53579 -4.79806 2.75254  0.086
H -6.87441 -3.36562 4.82967  0.082
H -6.60633 -2.56563 3.22497  0.081
H -5.56651 -2.27332 4.57872  0.074
C -7.51708 -0.65423 -6.15355  -0.037
C -6.18858 -1.11283 -5.57265  -0.413
O -5.95036 -2.23695 -5.08123  0.020
C -5.09622 0.05380 -5.51589  -0.020
H -7.48526 -0.61803 -7.24250  0.085
H -7.81959 0.27760 -5.67576  0.082
H -8.32828 -1.36696 -6.00501  0.074
H -5.08175 0.68382 -6.40524  0.070
H -4.07347 -0.30284 -5.39388  0.069
H -5.32679 0.65989 -4.63976  0.072

Values from the calculation:
Highest occupied orbital energy   -9.459 eV
Structure (SMILES)   COC(=O)OC.COC(=O)OC.COC(=O)OC.COC(=O)OC.CC(C)=O.CC(C)=O.CC(C)=O.CC(C)=O.CC(C)=O.CC(C)=O.CC(C)=O.CC(C)=O

Run x
ORCA calculation (the ωB97M-V functional and the def2-TZVPD basis) on 12 unconnected molecules or ions with the total composition C36H72O20.

Last column: Löwdin charge in e.
Cartesian coordinates (Å):
C 0.63329 -1.80713 0.65144  -0.050
O 1.18469 -0.55842 0.28164  -0.004
C 0.39371 0.49368 0.14994  -0.630
O -0.74604 0.56578 0.54243  0.110
O 1.06138 1.41764 -0.49092  0.003
C 0.48769 2.65494 -0.86393  -0.007
H 0.40844 -1.81984 1.72369  0.078
H 1.27241 -2.66430 0.47718  0.082
H -0.33279 -1.92297 0.15938  0.083
H 1.25661 3.37819 -1.09302  0.090
H -0.27899 2.96539 -0.15246  0.085
H -0.07749 2.50800 -1.78971  0.073
C -1.91750 -3.52969 7.13607  -0.043
O -1.76824 -2.20372 6.68912  0.023
C -1.51173 -1.98225 5.41769  -0.622
O -1.08999 -2.79570 4.63175  0.092
O -1.68786 -0.70389 5.16544  0.033
C -1.45991 -0.21124 3.84823  -0.033
H -2.11245 -3.49704 8.20427  0.097
H -1.09681 -4.20367 6.89033  0.096
H -2.80946 -3.98304 6.68562  0.101
H -1.18188 -0.99006 3.14077  0.076
H -0.58448 0.44034 3.84915  0.098
H -2.31716 0.34872 3.49233  0.063
C 5.55707 0.10801 -5.88444  -0.057
O 4.72524 1.05009 -5.24943  0.039
C 4.97975 1.32996 -4.00385  -0.656
O 5.92356 0.89068 -3.37034  0.099
O 4.10263 2.15993 -3.49239  0.009
C 4.02016 2.21668 -2.06441  -0.033
H 5.08143 -0.39508 -6.71871  0.096
H 5.86118 -0.62387 -5.13683  0.079
H 6.51168 0.47701 -6.27036  0.097
H 5.00070 2.41451 -1.63133  0.096
H 3.77791 1.22976 -1.67771  0.067
H 3.30719 2.99099 -1.83448  0.077
C -1.59893 6.83553 -1.05814  -0.014
O -2.51664 5.83754 -0.59669  0.010
C -2.69932 4.81478 -1.40057  -0.632
O -2.14345 4.54917 -2.42108  0.122
O -3.64958 4.04696 -0.83763  -0.013
C -3.99735 2.89794 -1.60972  -0.035
H -1.44803 7.55261 -0.25651  0.095
H -2.10671 7.37274 -1.86211  0.103
H -0.65641 6.38279 -1.35493  0.097
H -4.61429 3.19764 -2.45375  0.105
H -4.55362 2.22499 -0.95921  0.091
H -3.10927 2.34380 -1.91356  0.086
C -1.32596 -5.59827 2.70833  -0.021
C -1.33471 -5.40408 1.22065  -0.482
O -0.83485 -4.43459 0.70560  0.063
C -1.92343 -6.50791 0.35828  -0.009
H -2.30336 -5.43289 3.17192  0.090
H -0.60705 -4.94737 3.19845  0.055
H -1.14515 -6.65238 2.93510  0.084
H -1.79055 -7.50700 0.76977  0.076
H -1.39155 -6.45438 -0.59092  0.084
H -2.98796 -6.33597 0.19775  0.089
C 3.28677 -1.52978 -2.34227  0.000
C 3.74078 -2.47832 -3.40115  -0.495
O 3.82354 -2.17796 -4.56746  0.075
C 4.08453 -3.88762 -3.00732  -0.022
H 2.26992 -1.73988 -2.01039  0.085
H 3.29292 -0.53572 -2.79843  0.070
H 3.95894 -1.46745 -1.48674  0.102
H 3.57853 -4.31374 -2.14178  0.075
H 5.14976 -4.01259 -2.80052  0.089
H 3.84354 -4.43992 -3.91774  0.084
C 0.48444 3.51634 -4.33886  -0.018
C 0.03656 3.70354 -5.75667  -0.505
O 0.64399 3.26971 -6.70706  0.072
C -1.22793 4.49455 -5.96199  -0.020
H -0.17337 4.10633 -3.69679  0.050
H 1.50935 3.76353 -4.07815  0.088
H 0.18970 2.51081 -4.03351  0.055
H -2.00778 4.22685 -5.24885  0.069
H -1.59593 4.28026 -6.96513  0.084
H -1.02914 5.56650 -5.90588  0.090
C -3.72333 -1.40331 0.42207  -0.005
C -4.21186 -2.53114 1.33054  -0.486
O -4.76114 -3.48701 0.83736  0.059
C -3.84608 -2.51650 2.78844  -0.006
H -2.87025 -1.79600 -0.12924  0.080
H -3.51329 -0.48019 0.95580  0.064
H -4.53266 -1.22870 -0.28876  0.080
H -3.77974 -1.50513 3.18439  0.068
H -2.92629 -3.08985 2.89928  0.069
H -4.67808 -2.98651 3.31643  0.094
C -3.81138 -0.39665 -4.04166  -0.021
C -2.90619 0.60646 -4.71576  -0.504
O -3.36494 1.45505 -5.44766  0.071
C -1.42834 0.46053 -4.52515  -0.009
H -4.80891 0.01351 -3.88388  0.081
H -3.42493 -0.61852 -3.04351  0.069
H -3.91079 -1.29074 -4.65564  0.090
H -1.14285 -0.55372 -4.81453  0.098
H -1.10299 0.67370 -3.50715  0.077
H -0.97850 1.14031 -5.24644  0.073
C 2.77370 1.10381 3.00812  -0.003
C 3.60588 1.87104 2.00081  -0.473
O 3.53623 1.55854 0.83208  0.070
C 4.47529 3.00090 2.44945  -0.014
H 3.29436 0.16580 3.21748  0.086
H 1.75888 0.89325 2.68180  0.065
H 2.70649 1.60255 3.97922  0.080
H 5.11525 3.38660 1.66318  0.083
H 5.03766 2.65599 3.32078  0.089
H 3.82630 3.82117 2.77209  0.093
C -2.44862 4.62607 4.17660  -0.015
C -1.95127 4.13969 2.85242  -0.500
O -1.05479 4.67345 2.24325  0.067
C -2.62521 2.92398 2.26505  -0.013
H -2.28264 5.69503 4.27733  0.086
H -1.84932 4.03590 4.87834  0.096
H -3.49878 4.38921 4.33239  0.082
H -2.71575 2.06500 2.93063  0.052
H -2.05633 2.61026 1.38953  0.058
H -3.62347 3.17685 1.89928  0.093
C 2.33021 -5.90409 3.88216  -0.024
C 2.96415 -4.54871 3.99169  -0.491
O 3.96822 -4.38860 4.65129  0.070
C 2.22807 -3.37335 3.40451  -0.014
H 1.33274 -5.93634 4.32921  0.075
H 2.94986 -6.67532 4.33118  0.083
H 2.11977 -6.18718 2.84497  0.085
H 2.80516 -2.45068 3.39954  0.077
H 1.32759 -3.21010 4.00251  0.075
H 1.97799 -3.57177 2.36165  0.065

Values from the calculation:
Highest occupied orbital energy   -9.054 eV
Structure (SMILES)   COC(=O)OC.COC(=O)OC.COC(=O)OC.COC(=O)OC.CC(C)=O.CC(C)=O.CC(C)=O.CC(C)=O.CC(C)=O.CC(C)=O.CC(C)=O.CC(C)=O

The least stable of them is run w.